One molecule with the formula C3H3FS2 at a distorted geometry. Source: OMol25; level of theory: ωB97M-V/def2-TZVPD.

Energy above the lowest of the compared OMol25 structures with the same formula, charge and spin (kJ/mol): 45.45
Largest force on an atom (Eh/bohr): 0.0522
LUMO level (eV): -0.8
SMILES: C=C(F)C(=S)S
DFT total energy (Eh): -1012.29792

XYZ file:
```
9
Properties=species:S:1:pos:R:3:forces:R:3:mulliken_charge:R:1
C -1.254745 0.865460 0.269055 0.8311 0.8852 -0.1727 -0.80
C -0.421589 0.003610 -0.234313 1.5627 -1.7278 0.8165 0.51
F -0.891609 -1.196580 -0.649533 -0.1143 0.0099 -0.5641 -0.26
C 1.104062 0.033791 -0.128853 -1.4513 -0.0331 -0.8546 0.19
S 1.866635 1.431766 -0.349494 0.4864 0.2876 0.2192 -0.23
S 1.889484 -1.514342 0.003916 2.1436 1.5972 -0.2456 -0.12
H -2.285147 0.791304 0.138639 -1.5179 -0.3296 0.0596 0.32
H -0.827793 1.722571 0.716170 0.1737 0.8707 0.2878 0.25
H 0.820700 -2.137580 0.234414 -2.1141 -1.5601 0.4538 0.13
```
Positions in Å, forces in eV/Å.